Computed, not measured: a cluster of 2 separate species, C5H15NS in total in a non-equilibrium geometry, with ωB97M-V with the def2-TZVPD basis set.

Results
Structure (SMILES): CCNC.CCS
HOMO-LUMO gap in eV: 9.0
Energy relative to the best compared isomer or geometry (same formula, charge and spin) in eV: 1.028
Highest occupied orbital energy in eV: -8.16

Each line ends with the Mulliken charge.
Positions of all 22 atoms, in Å:
C  0.280265  0.289055  -3.460209  -0.90
C  0.653383  1.287139  -2.407714  -0.52
S  -0.802152  1.395292  -1.041301  -0.34
H  -0.726657  0.428121  -3.852262  0.29
H  0.331022  -0.746084  -3.115373  0.27
H  0.960234  0.344211  -4.320357  0.31
H  0.543857  2.330564  -2.684938  0.32
H  1.547507  1.091240  -1.827576  0.30
C  0.607090  1.051882  2.426724  -1.15
C  0.155308  -0.398955  2.333163  -0.42
N  -0.610307  -0.632957  1.101760  -0.44
C  -0.913214  -2.029450  0.833145  -1.05
H  -0.222868  1.759196  2.404497  0.32
H  1.125285  1.133236  3.387096  0.38
H  1.287715  1.286268  1.611562  0.26
H  1.038826  -1.035618  2.296504  0.31
H  -0.467565  -0.607948  3.214532  0.32
H  -0.373331  0.261408  -0.205661  0.32
H  -1.419190  -0.021674  1.121489  0.40
H  0.003036  -2.572304  0.586695  0.32
H  -1.560934  -2.067402  -0.046475  0.35
H  -1.437302  -2.545222  1.644698  0.33

Forces on atoms 1 to 3 (eV/Å):
C 0.34 -0.46 -0.73
C -2.56 0.48 2.00
S 1.79 -1.04 -0.82



Computed, not measured: a structure of composition C27H48Al3Cl7F11MgNO5 in a non-equilibrium geometry, with ωB97M-V with the def2-TZVPD basis set.

Results
HOMO-LUMO gap in eV: 1.3
Highest occupied orbital energy in eV: -7.60

Each line ends with the Mulliken charge.
Positions of all 103 atoms, in Å:
C  -5.640817  -3.310464  0.087935  -1.54
C  -4.103418  -3.254217  0.040812  -0.05
C  -3.508226  -3.201368  -1.378240  -0.92
C  -1.992267  -3.574185  -1.306420  -0.76
C  -1.085927  -2.438584  -1.805566  -0.89
C  0.346206  -2.473404  -1.275818  3.10
O  1.369433  -2.899958  -2.202921  -0.63
C  0.608161  -3.366380  -0.048357  -0.92
O  1.193207  -4.392901  0.046275  -0.54
O  0.019136  -2.651702  0.968249  -0.31
C  0.512749  -1.284869  0.843377  0.94
C  1.648824  -1.185373  1.922218  0.46
C  1.473029  -2.171548  3.092904  -1.90
C  3.086651  -1.325408  1.327221  -0.66
C  4.172081  -1.719138  2.327104  -0.47
C  5.568144  -1.488303  1.730238  -1.47
C  -0.620537  -0.367785  1.305168  0.08
F  -0.253613  0.908593  1.324636  -0.23
F  -1.055971  -0.668256  2.532047  -0.14
F  -1.710769  -0.448271  0.492275  -0.28
C  0.900306  -1.139037  -0.648868  -1.27
C  0.494926  0.143653  -1.405639  -1.13
C  1.145883  0.224370  -2.810530  -0.70
C  2.078799  1.446011  -3.001820  -0.96
C  1.830111  2.142227  -4.327642  -0.16
C  0.441571  2.852228  -4.295918  -0.45
O  0.224487  3.632155  -5.445907  -0.43
C  0.522476  5.039656  -5.264393  0.20
C  -0.235925  5.795990  -6.343920  -1.41
H  -5.956786  -3.623921  1.094627  0.48
H  -6.058038  -2.309924  -0.036436  0.39
H  -6.052721  -4.045814  -0.598641  0.39
H  -3.676095  -2.433294  0.663056  -0.30
H  -3.740575  -4.190086  0.495179  0.75
H  -3.662145  -2.208332  -1.804148  0.47
H  -4.013880  -3.991951  -1.933901  0.44
H  -1.852599  -4.442076  -1.962767  0.43
H  -1.788119  -3.873178  -0.280474  0.45
H  -1.573464  -1.477119  -1.650558  0.55
H  -1.048733  -2.550843  -2.923884  -0.60
H  1.112830  -2.718466  -3.108266  0.37
H  1.613178  -0.182659  2.361605  0.47
H  1.996771  -1.779717  3.964797  0.58
H  0.437144  -2.298937  3.405085  0.45
H  1.870600  -3.148361  2.815551  0.23
H  3.026669  -2.056800  0.512893  0.38
H  3.328573  -0.351520  0.884343  0.41
H  4.102673  -2.785876  2.555534  0.36
H  4.027997  -1.181147  3.267274  0.40
H  5.619095  -2.059903  0.797370  0.33
H  5.775479  -0.436918  1.536166  0.37
H  6.306443  -1.942526  2.392230  0.42
H  1.954833  -1.226082  -0.902615  1.09
H  0.894381  0.979694  -0.828894  0.71
H  -0.581261  0.235965  -1.538940  0.20
H  0.349977  0.310593  -3.560085  0.41
H  1.715475  -0.665872  -3.086520  0.62
H  2.045834  2.173838  -2.187668  0.37
H  3.112285  1.082786  -3.050380  0.39
H  1.895405  1.446284  -5.176156  0.63
H  2.677549  3.025686  -4.503274  -0.13
H  -0.378347  2.126989  -4.250637  0.29
H  0.452571  3.440135  -3.378388  0.33
H  1.599897  5.157638  -5.387557  0.17
H  0.195045  5.389965  -4.282689  0.16
H  -1.306092  5.640796  -6.191440  0.32
H  0.046773  5.435368  -7.333518  0.33
H  -0.006208  6.856922  -6.238483  0.42
Al  -0.502850  -3.381404  -4.726711  0.68
C  -1.037834  -0.975414  6.235916  -1.14
C  -0.020508  -2.026088  6.667996  0.73
C  -0.645784  -3.173903  7.468590  -0.56
C  -1.181914  -2.718434  8.753594  0.00
N  -1.604760  -2.361400  9.758891  -0.44
H  -1.491797  -0.481331  7.095293  0.48
H  -0.556934  -0.206892  5.629084  0.29
H  -1.836876  -1.425204  5.639273  0.21
H  0.768682  -1.549897  7.252941  0.36
H  0.452157  -2.446342  5.778425  -0.59
H  0.107903  -3.926816  7.660394  0.46
H  -1.435122  -3.626331  6.893308  0.26
C  1.030785  5.483813  -0.360852  0.23
Cl  2.032748  5.052497  -1.753795  -0.02
Cl  -0.567243  5.998232  -0.925341  -0.13
Cl  0.843040  4.062093  0.699717  -0.07
Cl  1.819551  6.779450  0.488341  -0.03
Cl  -0.693364  -5.655462  6.184720  -0.03
F  4.730850  10.374356  -2.691626  -0.39
Al  4.650364  8.863095  -1.934455  0.53
F  3.372449  7.946861  -2.611506  -0.34
F  4.350329  9.058900  -0.270735  -0.39
F  6.108261  8.023174  -2.154752  -0.40
O  0.539712  1.144875  -6.554106  -0.62
H  -0.037650  0.663404  -7.155479  0.28
H  0.243733  2.070572  -6.623478  0.29
Cl  3.815912  3.652418  -5.411480  -0.20
Mg  -4.040655  -2.468536  2.543943  0.50
Cl  1.256341  -5.295327  5.470051  -0.04
F  -9.658577  -1.194819  4.204732  -0.38
Al  -8.534136  -0.391821  3.238237  0.52
F  -7.388237  -1.535978  2.663535  -0.31
F  -7.690353  0.769964  4.131880  -0.39
F  -9.284606  0.314268  1.898707  -0.39

Forces on atoms 1 to 3 (eV/Å):
C 0.49 0.71 0.97
C -0.45 -0.95 -0.55
C 0.63 -0.36 1.00



Computed, not measured: a structure of composition C4H4AlO2 in a non-equilibrium geometry, with ωB97M-V with the def2-TZVPD basis set.

Results
Net charge: +3
HOMO-LUMO gap (spin up / spin down) in eV: 8.0 / 7.8
Energy relative to the best compared isomer or geometry (same formula, charge and spin) in eV: 3.310
Highest occupied orbital energy (spin up / spin down) in eV: -25.94 / -25.55

Each line ends with the Mulliken charge.
Positions of all 11 atoms, in Å:
O  1.458695  -1.770676  2.072072  0.04
C  0.464437  -1.634657  1.416511  0.35
C  0.466874  -1.002899  0.260829  -0.32
C  -0.602455  -0.265646  -0.386970  0.55
C  -0.922026  1.128161  -0.079238  -0.31
H  -1.381982  -0.859232  -0.866354  0.43
H  -1.931049  1.497709  -0.259305  0.31
H  -0.337573  1.644320  0.683528  0.36
H  1.732136  -0.801212  0.405163  0.38
Al  1.247725  1.212953  -1.950613  1.25
O  -0.194782  0.851180  -1.295622  -0.04

Forces on atoms 1 to 3 (eV/Å):
O -6.28 -1.56 0.03
C 7.84 -2.17 6.18
C 2.43 3.03 -2.65



Computed, not measured: an isolated molecule of C5H9NO2 in a non-equilibrium geometry, with ωB97M-V with the def2-TZVPD basis set.

Results
Structure (SMILES): O=C(O)[C@H]1CCCN1
HOMO-LUMO gap in eV: 9.6
Energy relative to the best compared isomer or geometry (same formula, charge and spin) in eV: 0.531
Highest occupied orbital energy in eV: -8.77

Each line ends with the Mulliken charge.
Positions of all 17 atoms, in Å:
N  1.002122  0.774824  0.283797  -0.43
C  0.641416  0.394564  1.634510  -0.56
C  -0.626684  -0.450378  1.517678  -0.50
C  -1.113600  -0.375147  0.062735  -0.59
C  -0.094553  0.547238  -0.640777  0.34
C  0.519675  -0.017227  -1.938826  0.23
O  -0.035534  -1.175828  -2.369956  -0.46
O  1.381764  0.531855  -2.565941  -0.56
H  1.415400  1.688682  0.161872  0.24
H  1.417230  -0.218678  2.081765  0.25
H  0.550421  1.255566  2.304492  0.27
H  -1.353585  -0.222935  2.299809  0.34
H  -0.402510  -1.495158  1.739090  0.23
H  -1.088277  -1.367634  -0.356733  0.30
H  -2.077986  0.102870  -0.023933  0.28
H  -0.574832  1.450516  -1.000434  0.27
H  0.439527  -1.423135  -3.189144  0.35

Forces on atoms 1 to 3 (eV/Å):
N -0.04 0.10 -0.36
C 0.17 0.12 0.43
C -0.11 -0.68 0.54



| no. | molar mass (g/mol) | electronic energy (a.u.) |
| --- | --- | --- |
| 1 | 121.25 | -652.39466 |
| 2 | 1029.08 | -6735.93132 |
| 3 | 111.06 | -546.10165 |
| 4 | 115.13 | -401.15726 |